1 | {"formula": "CH2N4O3", "method": "ωB97M-V with the def2-TZVPD basis set", "species": ["O", "N", "C", "N", "N", "O", "N", "O", "H", "H"], "coordinates": [[-1.33, 0.48, 2.16], [-1.50, 0.32, 0.77], [-0.46, -0.09, 0.22], [0.62, -0.77, 0.77], [1.32, -1.27, -0.12], [0.73, -1.05, -1.35], [-0.21, -0.09, -1.25], [0.54, 1.14, -1.31], [-0.49, 0.08, 2.37], [0.79, 1.26, -2.26]], "smiles": "O/N=c1\\nnon1O", "multiplicity": 1, "homo_lumo_gap_ha": 0.3501, "total_charge": 0}

2 | {"formula": "CH2N4O3", "method": "ωB97M-V with the def2-TZVPD basis set", "species": ["N", "C", "N", "N", "O", "N", "O", "O", "H", "H"], "coordinates": [[0.18, -2.59, 0.45], [0.25, -1.51, 0.05], [0.42, -0.27, -0.47], [1.43, 0.67, -0.33], [-0.69, 0.20, -0.91], [-1.64, 0.63, 0.25], [-1.16, 0.33, 1.28], [-2.62, 1.09, -0.12], [2.26, 0.42, -0.82], [1.57, 1.03, 0.62]], "smiles": "N#CN(N)O[N+](=O)[O-]", "multiplicity": 1, "homo_lumo_gap_ha": 0.3799, "total_charge": 0}

The structure with the most favorable energy is 1; the runner-up is 24.3 kJ/mol above it.

1 | {"formula": "CH9N4", "method": "ωB97M-V with the def2-TZVPD basis set", "species": ["C", "N", "N", "N", "N", "H", "H", "H", "H", "H", "H", "H", "H", "H"], "coordinates": [[-1.38, -0.01, 0.00], [-1.25, 1.29, 0.02], [-0.02, -0.84, 0.16], [-2.51, -0.67, -0.08], [2.52, 0.06, -0.03], [-2.05, 1.90, 0.01], [-0.33, 1.71, 0.10], [0.88, -0.35, -0.01], [-0.12, -1.78, -0.18], [-2.53, -1.68, -0.04], [-3.39, -0.19, -0.10], [2.80, 0.66, 0.74], [2.97, -0.83, 0.12], [2.91, 0.46, -0.88]], "multiplicity": 1, "homo_lumo_gap_ha": 0.4141, "total_charge": 1}

2 | {"formula": "CH9N4", "method": "ωB97M-V with the def2-TZVPD basis set", "species": ["N", "H", "H", "H", "N", "C", "N", "N", "H", "H", "H", "H", "H", "H"], "coordinates": [[1.87, 2.50, 0.22], [2.67, 2.07, -0.24], [1.57, 3.19, -0.46], [1.12, 1.81, 0.27], [-0.17, -0.32, -1.00], [-0.72, -0.98, 0.02], [-1.97, -0.69, 0.39], [-0.05, -1.95, 0.64], [-0.60, 0.54, -1.33], [0.83, -0.36, -1.13], [-2.52, -0.07, -0.17], [-2.50, -1.35, 0.93], [-0.43, -2.32, 1.48], [0.90, -2.07, 0.36]], "multiplicity": 1, "homo_lumo_gap_ha": 0.3675, "total_charge": 1}

The structure with the most favorable energy is 2; the runner-up is 26.9 kJ/mol above it.

1 | {"formula": "C4H8O2S", "method": "ωB97M-V with the def2-TZVPD basis set", "species": ["O", "C", "O", "C", "C", "C", "S", "H", "H", "H", "H", "H", "H", "H", "H"], "coordinates": [[2.31, 1.10, 0.33], [2.03, 0.19, -0.49], [2.93, -0.12, -1.45], [0.86, -0.68, -0.56], [-0.15, -0.15, 0.42], [-1.58, -0.29, -0.20], [-3.00, -0.03, 1.01], [3.76, 0.31, -1.57], [0.52, -0.66, -1.72], [1.00, -1.79, -0.32], [0.09, 0.86, 0.80], [-0.14, -0.82, 1.24], [-1.63, 0.35, -1.10], [-1.78, -1.28, -0.51], [-2.64, 1.34, 0.94]], "smiles": "O=C(O)CCCS", "multiplicity": 1, "homo_lumo_gap_ha": 0.3609, "total_charge": 0}

2 | {"formula": "C4H8O2S", "method": "ωB97M-V with the def2-TZVPD basis set", "species": ["C", "C", "C", "C", "H", "H", "H", "H", "H", "H", "H", "H", "O", "O", "S"], "coordinates": [[0.94, 1.24, 0.83], [0.96, 0.09, -0.03], [-0.19, -0.09, -0.86], [-0.93, -1.29, -0.40], [0.59, 2.06, 0.04], [2.07, 1.69, 1.26], [0.13, 1.13, 1.71], [0.16, -0.19, -1.96], [-0.44, 2.14, -0.61], [-1.96, -1.54, -0.88], [-0.23, -2.11, -0.66], [-0.90, -2.07, 1.42], [-1.14, 1.10, -0.59], [-1.43, -1.29, 0.91], [2.38, -0.89, -0.18]], "multiplicity": 1, "homo_lumo_gap_ha": 0.2988, "total_charge": 0}

The structure with the most favorable energy is 1; the runner-up is 417.3 kJ/mol above it.

1 | {"formula": "C5H6F2", "method": "ωB97M-V with the def2-TZVPD basis set", "species": ["C", "C", "C", "F", "C", "C", "F", "H", "H", "H", "H", "H", "H"], "coordinates": [[-1.40, 0.66, 0.62], [-0.74, -0.66, 0.18], [0.71, -0.63, -0.18], [1.14, -1.83, 0.48], [1.53, -0.15, -1.36], [1.55, 0.55, -0.22], [2.06, 1.63, 0.42], [-1.25, 1.55, -0.17], [-0.89, 1.05, 1.45], [-2.52, 0.54, 0.72], [-0.87, -1.21, 1.03], [-1.21, -1.13, -0.68], [1.88, -0.37, -2.29]], "smiles": "CC[C@@]1(F)C=C1F", "multiplicity": 1, "homo_lumo_gap_ha": 0.4169, "total_charge": 0}

2 | {"formula": "C5H6F2", "method": "ωB97M-V with the def2-TZVPD basis set", "species": ["C", "C", "C", "C", "F", "C", "F", "H", "H", "H", "H", "H", "H"], "coordinates": [[-1.52, 0.03, 0.93], [-0.38, 0.07, -0.08], [0.99, 0.32, 0.46], [2.14, 0.04, -0.11], [2.32, -0.57, -1.32], [-0.70, -0.14, -1.34], [0.20, -0.28, -2.32], [-2.44, -0.32, 0.41], [-1.31, -0.69, 1.72], [-1.70, 0.93, 1.47], [1.00, 0.77, 1.45], [3.10, 0.19, 0.39], [-1.70, -0.34, -1.67]], "smiles": "CC(/C=C\\F)=C/F", "multiplicity": 1, "homo_lumo_gap_ha": 0.3620, "total_charge": 0}

The structure with the most favorable energy is 2; the runner-up is 189.1 kJ/mol above it.